Formula: C46H101F12N7P2
Source: the OMol25 dataset
Level of theory: ωB97M-V/def2-TZVPD

Bonds (Å) are listed after each position.
Positions of all 168 atoms, in Å:
1 C 19.636 -2.145 16.801  C2 1.526, H9 1.090, H10 1.090, H11 1.090
2 C 19.637 -0.851 15.991  C1 1.526, N3 1.462, H12 1.090, H13 1.090
3 N 18.235 -0.478 15.811  C2 1.462, C4 1.403, C7 1.399
4 C 17.336 -0.994 14.865  N3 1.403, C5 1.402, H14 1.080
5 C 16.110 -0.352 15.086  C4 1.402, N6 1.412, H15 1.080
6 N 16.208 0.431 16.257  C5 1.412, C7 1.398, C8 1.366
7 C 17.563 0.461 16.601  N3 1.399, N6 1.398, H16 1.080
8 C 15.190 1.118 16.855  N6 1.366, H17 1.090, H18 1.090, H19 1.090
9 H 19.175 -2.097 17.788  C1 1.090
10 H 20.655 -2.509 16.927  C1 1.090
11 H 19.161 -2.992 16.306  C1 1.090
12 H 20.128 -0.836 15.018  C2 1.090
13 H 20.109 -0.056 16.568  C2 1.090
14 H 17.595 -1.724 14.112  C4 1.080
15 H 15.143 -0.498 14.628  C5 1.080
16 H 18.026 1.068 17.365  C7 1.080
17 H 14.250 0.762 16.432  C8 1.090
18 H 15.221 2.172 16.577  C8 1.090
19 H 15.146 0.820 17.902  C8 1.090
20 C 22.224 -4.629 20.974  C21 1.551, H29 1.090, H30 1.090, H31 1.090
21 C 22.047 -3.214 21.583  C20 1.551, C22 1.484, H32 1.090, H33 1.090
22 C 21.994 -2.318 20.402  C21 1.484, N23 1.574, H34 1.090, H35 1.090
23 N 21.931 -0.780 20.732  C22 1.574, C24 1.560, C25 1.586, C28 1.551
24 C 23.245 -0.268 21.399  N23 1.560, H36 1.090, H37 1.090, H38 1.090
25 C 20.689 -0.434 21.655  N23 1.586, C26 1.525, H39 1.090, H40 1.090
26 C 20.432 1.045 21.387  C25 1.525, C27 1.549, H41 1.090, H42 1.090
27 C 20.990 1.396 19.985  C26 1.549, C28 1.545, H43 1.090, H44 1.090
28 C 21.576 0.060 19.478  N23 1.551, C27 1.545, H45 1.090, H46 1.090
29 H 21.454 -4.905 20.254  C20 1.090
30 H 22.063 -5.428 21.698  C20 1.090
31 H 23.184 -4.894 20.530  C20 1.090
32 H 22.818 -3.024 22.330  C21 1.090
33 H 21.103 -3.026 22.096  C21 1.090
34 H 21.050 -2.574 19.920  C22 1.090
35 H 22.866 -2.488 19.771  C22 1.090
36 H 23.515 -0.765 22.331  C24 1.090
37 H 23.092 0.790 21.614  C24 1.090
38 H 24.057 -0.381 20.681  C24 1.090
39 H 20.809 -0.679 22.710  C25 1.090
40 H 19.861 -0.981 21.202  C25 1.090
41 H 20.975 1.608 22.145  C26 1.090
42 H 19.489 1.505 21.683  C26 1.090
43 H 21.777 2.124 20.182  C27 1.090
44 H 20.153 1.784 19.404  C27 1.090
45 H 22.493 0.262 18.924  C28 1.090
46 H 20.818 -0.477 18.907  C28 1.090
47 C 22.210 5.076 20.770  C48 1.557, H56 1.090, H57 1.090, H58 1.090
48 C 21.551 6.484 20.847  C47 1.557, C49 1.537, H59 1.090, H60 1.090
49 C 21.046 6.988 19.484  C48 1.537, N50 1.532, H61 1.090, H62 1.090
50 N 20.190 8.257 19.508  C49 1.532, C51 1.584, C52 1.514, C55 1.518
51 C 20.966 9.481 20.147  N50 1.584, H63 1.090, H64 1.090, H65 1.090
52 C 18.954 8.004 20.345  N50 1.514, C53 1.567, H66 1.090, H67 1.090
53 C 17.737 8.028 19.358  C52 1.567, C54 1.537, H68 1.090, H69 1.090
54 C 18.416 7.803 17.998  C53 1.537, C55 1.480, H70 1.090, H71 1.090
55 C 19.667 8.584 18.120  N50 1.518, C54 1.480, H72 1.090, H73 1.090
56 H 22.957 5.013 19.979  C47 1.090
57 H 21.387 4.384 20.592  C47 1.090
58 H 22.574 4.880 21.779  C47 1.090
59 H 22.355 7.113 21.228  C48 1.090
60 H 20.768 6.567 21.601  C48 1.090
61 H 20.455 6.248 18.945  C49 1.090
62 H 21.886 7.240 18.837  C49 1.090
63 H 21.898 9.545 19.586  C51 1.090
64 H 21.051 9.222 21.202  C51 1.090
65 H 20.328 10.361 20.067  C51 1.090
66 H 18.841 8.694 21.181  C52 1.090
67 H 18.898 7.009 20.786  C52 1.090
68 H 17.388 9.060 19.307  C53 1.090
69 H 16.911 7.345 19.556  C53 1.090
70 H 17.751 8.170 17.217  C54 1.090
71 H 18.624 6.737 17.903  C54 1.090
72 H 19.501 9.660 18.070  C55 1.090
73 H 20.462 8.344 17.414  C55 1.090
74 C 13.326 8.743 12.598  C75 1.570, H83 1.090, H84 1.090, H85 1.090
75 C 13.999 8.592 14.008  C74 1.570, C76 1.571, H86 1.090, H87 1.090
76 C 13.454 7.276 14.672  C75 1.571, N77 1.511, H88 1.090, H89 1.090
77 N 13.802 7.043 16.124  C76 1.511, C78 1.508, C79 1.541, C82 1.541
78 C 15.278 7.178 16.403  N77 1.508, H90 1.090, H91 1.090, H92 1.090
79 C 12.977 7.958 17.048  N77 1.541, C80 1.559, H93 1.090, H94 1.090
80 C 12.784 7.231 18.414  C79 1.559, C81 1.563, H95 1.090, H96 1.090
81 C 12.827 5.711 18.050  C80 1.563, C82 1.536, H97 1.090, H98 1.090
82 C 13.374 5.646 16.616  N77 1.541, C81 1.536, H99 1.090, H100 1.090
83 H 13.876 9.467 11.998  C74 1.090
84 H 12.265 8.989 12.631  C74 1.090
85 H 13.422 7.783 12.090  C74 1.090
86 H 13.916 9.478 14.638  C75 1.090
87 H 15.081 8.477 13.950  C75 1.090
88 H 13.900 6.383 14.234  C76 1.090
89 H 12.366 7.231 14.618  C76 1.090
90 H 15.694 6.332 15.856  C78 1.090
91 H 15.388 6.953 17.464  C78 1.090
92 H 15.501 8.236 16.269  C78 1.090
93 H 13.577 8.865 17.121  C79 1.090
94 H 12.065 8.282 16.546  C79 1.090
95 H 13.452 7.524 19.223  C80 1.090
96 H 11.812 7.570 18.773  C80 1.090
97 H 13.353 5.107 18.790  C81 1.090
98 H 11.774 5.458 18.168  C81 1.090
99 H 14.164 4.897 16.674  C82 1.090
100 H 12.596 5.259 15.958  C82 1.090
101 C 12.238 -0.700 18.617  C102 1.526, H110 1.090, H111 1.090, H112 1.090
102 C 11.876 0.242 19.761  C101 1.526, C103 1.492, H113 1.090, H114 1.090
103 C 12.989 1.207 20.000  C102 1.492, N104 1.548, H115 1.090, H116 1.090
104 N 12.888 1.961 21.347  C103 1.548, C105 1.549, C106 1.595, C109 1.522
105 C 11.828 3.091 21.317  N104 1.549, H117 1.090, H118 1.090, H119 1.090
106 C 14.257 2.675 21.743  N104 1.595, C107 1.503, H120 1.090, H121 1.090
107 C 14.167 2.836 23.235  C106 1.503, C108 1.574, H122 1.090, H123 1.090
108 C 13.207 1.683 23.709  C107 1.574, C109 1.499, H124 1.090, H125 1.090
109 C 12.734 0.960 22.484  N104 1.522, C108 1.499, H126 1.090, H127 1.090
110 H 13.204 -1.168 18.806  C101 1.090
111 H 12.425 -0.162 17.688  C101 1.090
112 H 11.539 -1.518 18.441  C101 1.090
113 H 11.552 -0.264 20.670  C102 1.090
114 H 10.971 0.747 19.421  C102 1.090
115 H 13.137 1.904 19.175  C103 1.090
116 H 13.946 0.685 20.028  C103 1.090
117 H 12.077 3.796 20.524  C105 1.090
118 H 12.024 3.687 22.209  C105 1.090
119 H 10.844 2.630 21.394  C105 1.090
120 H 14.379 3.646 21.262  C106 1.090
121 H 15.085 1.995 21.540  C106 1.090
122 H 13.809 3.851 23.412  C107 1.090
123 H 15.130 2.665 23.715  C107 1.090
124 H 12.301 2.049 24.193  C108 1.090
125 H 13.595 1.010 24.473  C108 1.090
126 H 11.705 0.612 22.568  C109 1.090
127 H 13.297 0.041 22.320  C109 1.090
128 C 15.575 6.665 22.134  C129 1.514, H137 1.090, H138 1.090, H139 1.090
129 C 15.597 7.753 23.187  C128 1.514, C130 1.547, H140 1.090, H141 1.090
130 C 14.171 8.294 23.445  C129 1.547, N131 1.506, H142 1.090, H143 1.090
131 N 14.128 9.607 24.183  C130 1.506, C132 1.553, C133 1.523, C136 1.544
132 C 14.668 9.492 25.635  N131 1.553, H144 1.090, H145 1.090, H146 1.090
133 C 14.889 10.732 23.494  N131 1.523, C134 1.590, H147 1.090, H148 1.090
134 C 14.063 12.058 23.786  C133 1.590, C135 1.446, H149 1.090, H150 1.090
135 C 12.708 11.656 23.478  C134 1.446, C136 1.588, H151 1.090, H152 1.090
136 C 12.713 10.222 24.159  N131 1.544, C135 1.588, H153 1.090, H154 1.090
137 H 14.957 5.825 22.453  C128 1.090
138 H 16.549 6.176 22.091  C128 1.090
139 H 15.254 7.052 21.167  C128 1.090
140 H 16.318 8.564 23.077  C129 1.090
141 H 16.063 7.249 24.034  C129 1.090
142 H 13.637 7.660 24.153  C130 1.090
143 H 13.692 8.492 22.486  C130 1.090
144 H 14.152 8.706 26.185  C132 1.090
145 H 14.553 10.404 26.220  C132 1.090
146 H 15.721 9.209 25.612  C132 1.090
147 H 15.932 10.767 23.809  C133 1.090
148 H 14.888 10.375 22.464  C133 1.090
149 H 14.271 12.435 24.788  C134 1.090
150 H 14.317 12.855 23.087  C134 1.090
151 H 11.917 12.311 23.843  C135 1.090
152 H 12.567 11.599 22.399  C135 1.090
153 H 12.496 10.454 25.202  C136 1.090
154 H 11.910 9.590 23.777  C136 1.090
155 P 16.699 -2.039 20.536  F156 1.607, F157 1.654, F158 1.652, F159 1.698, F160 1.609, F161 1.626
156 F 17.874 -2.743 19.696  P155 1.607
157 F 15.965 -1.643 19.107  P155 1.654
158 F 15.883 -3.476 20.506  P155 1.652
159 F 15.534 -1.291 21.519  P155 1.698
160 F 17.488 -2.431 21.882  P155 1.609
161 F 17.540 -0.656 20.385  P155 1.626
162 P 16.954 3.715 19.342  F163 1.620, F164 1.624, F165 1.630, F166 1.619, F167 1.633, F168 1.601
163 F 15.448 3.164 19.110  P162 1.620
164 F 16.377 5.224 19.183  P162 1.624
165 F 16.716 3.752 20.954  P162 1.630
166 F 18.416 4.364 19.590  P162 1.619
167 F 17.498 2.212 19.680  P162 1.633
168 F 17.338 3.469 17.808  P162 1.601

Properties
2S+1: 2
M, g mol⁻¹: 1042.29
Gap between HOMO and LUMO (alpha / beta), eV: 7.7 / 3.7
Largest force on an atom, eV/Å: 6.98
Highest occupied orbital energy (alpha / beta), eV: -19.893 / -19.893
Expectation value of S²: 0.7660
Total charge: +5